Density functional theory data (ωB97M-V/def2-TZVPD) for an isolated ion of composition C9H12BO4 and charge -1 at a distorted geometry.

The total charge is -1. As for the HOMO energy: -4.7 eV. As for the orbital gap: 0.300 Eh.

CARTESIAN COORDINATES (ANGSTROEM)
H  -1.152  -1.703  -2.947
H  -1.187  -2.327  -1.493
O  1.217  2.952  -0.917
C  0.173  1.322  0.548
O  2.295  -1.322  -0.742
C  -0.584  -0.200  -1.305
O  2.128  0.948  -0.600
C  -1.175  1.770  0.877
H  -2.892  1.297  2.075
H  0.463  -1.983  -2.211
H  -1.576  2.730  0.598
H  -1.628  0.262  -1.092
H  -0.109  0.559  -1.948
H  1.990  -0.891  -1.513
H  0.798  1.335  1.478
H  -0.460  -2.095  1.253
B  1.834  -0.416  0.121
C  0.166  -0.240  0.199
H  -2.242  -0.999  2.637
C  -0.546  -1.625  -1.968
O  2.382  -0.457  1.480
C  -0.678  -1.039  1.182
H  3.298  -0.165  1.334
C  -2.003  0.927  1.536
C  -1.683  -0.482  1.823
C  1.171  1.842  -0.406